(1)
{"formula": "C4H6N2O", "method": "ωB97M-V/def2-TZVPD", "elements": ["H", "N", "C", "C", "C", "O", "N", "C", "H", "H", "H", "H", "H"], "positions_angstrom": [[-2.3875, 1.6874, -0.6464], [-2.2590, 0.6943, -0.4690], [-1.0389, 0.3622, -0.2927], [0.2593, 1.0286, -0.2149], [1.1332, 0.1108, 0.2878], [2.4407, 0.2145, 0.5670], [0.5715, -1.1039, 0.5811], [-0.7647, -1.1066, -0.0076], [0.4811, 2.0755, -0.3837], [2.7459, 1.1005, 0.3320], [1.1639, -1.9205, 0.5349], [-1.5543, -1.4620, 0.6543], [-0.7912, -1.6809, -0.9428]], "multiplicity": 1, "total_charge": 0, "homo_energy_ev": -8.1, "smiles": "[H]/N=C1\\C=C(O)NC1", "e_lumo_ha": 0.02066, "max_force_ev_per_a": 0.41}



(2)
{"formula": "C4H6N2O", "method": "ωB97M-V/def2-TZVPD", "elements": ["C", "C", "C", "C", "O", "N", "N", "H", "H", "H", "H", "H", "H"], "positions_angstrom": [[1.2863, 1.7856, -0.0360], [0.3269, 0.8559, -0.0527], [-0.1029, -0.0590, -1.1193], [-0.6896, -1.0908, -0.5020], [-1.1163, -2.2617, -0.9972], [-0.8105, -0.9065, 0.9049], [-0.4805, 0.4851, 1.0503], [1.5455, 2.3073, 0.8805], [1.8423, 2.0215, -0.9352], [0.0640, 0.0635, -2.1793], [-1.6873, -2.6688, -0.3295], [-0.0596, -1.4610, 1.3328], [-0.1142, 0.6834, 1.9715]], "multiplicity": 1, "total_charge": 0, "homo_energy_ev": -7.7, "smiles": "C=C1C=C(O)NN1", "e_lumo_ha": 0.02701, "max_force_ev_per_a": 0.27}



(3)
{"formula": "C4H6N2O", "method": "ωB97M-V/def2-TZVPD", "elements": ["C", "C", "N", "C", "C", "O", "N", "H", "H", "H", "H", "H", "H"], "positions_angstrom": [[-1.6577, -1.2701, -0.4437], [-0.5049, -0.3248, -0.4018], [-0.1441, 0.4463, -1.4449], [0.9446, 1.1980, -1.1043], [1.0873, 0.9933, 0.3833], [2.3115, 0.9395, 1.0279], [0.2351, -0.1422, 0.6850], [-2.0263, -1.3290, -1.4684], [-2.4652, -0.9060, 0.2022], [-1.3687, -2.2669, -0.0962], [0.5129, 1.9078, 0.6542], [2.9481, 1.3511, 0.4275], [0.1274, -0.5972, 1.5791]], "multiplicity": 1, "total_charge": 0, "homo_energy_ev": -8.0, "e_lumo_ha": 0.00544, "max_force_ev_per_a": 0.40}



(4)
{"formula": "C4H6N2O", "method": "ωB97M-V/def2-TZVPD", "elements": ["N", "C", "C", "O", "N", "C", "C", "H", "H", "H", "H", "H", "H"], "positions_angstrom": [[1.7224, 0.0625, 1.3575], [0.7607, -0.0465, 0.5074], [0.2785, 0.6980, -0.6219], [0.7168, 1.8511, -1.2174], [-0.9663, 0.2202, -0.9253], [-1.3789, -0.8237, -0.2256], [-0.2368, -1.1873, 0.6680], [2.3526, 0.8311, 1.1418], [-0.4398, -1.3181, 1.7323], [0.7298, 2.5604, -0.5582], [-1.5158, 0.6477, -1.6642], [-2.2607, -1.3824, -0.5025], [0.2376, -2.1129, 0.3079]], "multiplicity": 1, "total_charge": 0, "homo_energy_ev": [-6.7, -6.7], "e_lumo_ha": [0.02153, 0.02225], "max_force_ev_per_a": 0.37}



(5)
{"formula": "C4H6N2O", "method": "ωB97M-V/def2-TZVPD", "elements": ["C", "C", "C", "C", "N", "O", "N", "H", "H", "H", "H", "H", "H"], "positions_angstrom": [[-2.2081, 0.0848, 0.0607], [-0.8033, 0.1542, -0.4381], [0.2836, 0.8111, 0.2118], [1.3444, 0.0678, -0.2095], [2.6149, -0.1810, 0.2649], [0.9791, -0.7395, -1.2193], [-0.4096, -0.7163, -1.3289], [-2.6788, -0.8034, -0.3669], [-2.1506, -0.0605, 1.1471], [-2.8085, 0.9714, -0.1395], [0.2359, 1.6743, 0.8614], [2.6676, -0.2006, 1.2766], [2.9335, -1.0625, -0.1204]], "multiplicity": 1, "total_charge": 0, "homo_energy_ev": -8.7, "smiles": "Cc1cc(N)on1", "e_lumo_ha": 0.03229, "max_force_ev_per_a": 0.52}



(6)
{"formula": "C4H6N2O", "method": "ωB97M-V/def2-TZVPD", "elements": ["H", "N", "C", "C", "N", "O", "C", "C", "H", "H", "H", "H", "H"], "positions_angstrom": [[-2.0664, 0.2470, 2.2487], [-1.2164, 0.3516, 1.7005], [-1.2974, -0.2620, 0.5962], [-2.4601, -1.0360, 0.1591], [-3.4128, -1.6277, -0.1219], [-0.3372, -0.2817, -0.3256], [0.8469, 0.4741, -0.0085], [1.6695, 0.5741, -1.2725], [0.5442, 1.4580, 0.3624], [1.3760, -0.0396, 0.8018], [1.0886, 1.0536, -2.0651], [2.5570, 1.1852, -1.0829], [1.9896, -0.4116, -1.6200]], "multiplicity": 1, "total_charge": 0, "homo_energy_ev": -11.0, "smiles": "[H]/N=C(\\C#N)OCC", "e_lumo_ha": 0.02278, "max_force_ev_per_a": 1.15}



(7)
{"formula": "C4H6N2O", "method": "ωB97M-V/def2-TZVPD", "elements": ["O", "N", "C", "N", "C", "C", "C", "H", "H", "H", "H", "H", "H"], "positions_angstrom": [[-2.2138, -0.2475, -0.2930], [-0.9635, 0.0184, 0.2955], [-0.5972, 1.3023, 0.2491], [0.6233, 1.6411, -0.1032], [1.2690, 0.5065, -0.4331], [1.3529, -0.7943, 0.4764], [0.1279, -0.6411, -0.4169], [-2.8021, -0.3966, 0.4162], [-1.3735, 2.1095, 0.7100], [1.8589, 0.5554, -1.2937], [1.8254, -1.8202, 0.0301], [1.2784, -1.0635, 1.6384], [-0.3857, -1.1699, -1.2757]], "multiplicity": 1, "total_charge": 0, "homo_energy_ev": -9.1, "smiles": "ON1C=N[C@H]2C[C@H]21", "e_lumo_ha": 0.02729, "max_force_ev_per_a": 6.29}



(8)
{"formula": "C4H6N2O", "method": "ωB97M-V/def2-TZVPD", "elements": ["C", "C", "C", "C", "N", "N", "O", "H", "H", "H", "H", "H", "H"], "positions_angstrom": [[1.4136, -0.0557, -1.7778], [0.1478, 0.0166, -0.9691], [-0.0248, -0.2804, 0.2982], [-0.4986, -0.5568, 1.4915], [-0.5354, 0.2927, 2.5960], [-1.0116, 0.4434, -1.7762], [-2.0325, 0.6103, -1.1600], [1.3157, 0.5754, -2.6667], [2.2786, 0.2772, -1.1990], [1.6076, -1.0791, -2.1185], [-0.8198, -1.5781, 1.6932], [-1.2862, 0.0770, 3.2371], [-0.5330, 1.2754, 2.3554]], "multiplicity": 1, "total_charge": 0, "homo_energy_ev": -8.5, "smiles": "CC(=C=CN)N=O", "e_lumo_ha": -0.01326, "max_force_ev_per_a": 0.63}



(9)
{"formula": "C4H6N2O", "method": "ωB97M-V/def2-TZVPD", "elements": ["C", "C", "C", "C", "N", "O", "N", "H", "H", "H", "H", "H", "H"], "positions_angstrom": [[-2.1327, 0.1273, 0.1113], [-0.8062, 0.1117, -0.5616], [0.3031, 0.8094, -0.0196], [1.3336, -0.0041, -0.3482], [2.5798, -0.1717, 0.2290], [0.9450, -0.9417, -1.2172], [-0.4555, -0.8948, -1.3188], [-2.8128, -0.6075, -0.3175], [-1.8671, -0.2079, 1.1196], [-2.5858, 1.1157, 0.1969], [0.2891, 1.6596, 0.6436], [2.4918, 0.1769, 1.1761], [2.7180, -1.1728, 0.3065]], "multiplicity": 1, "total_charge": 0, "homo_energy_ev": -8.8, "smiles": "Cc1cc(N)on1", "e_lumo_ha": 0.02938, "max_force_ev_per_a": 0.47}



(10)
{"formula": "C4H6N2O", "method": "ωB97M-V/def2-TZVPD", "elements": ["C", "O", "C", "C", "N", "C", "N", "H", "H", "H", "H", "H", "H"], "positions_angstrom": [[-1.3484, 1.6389, 1.3303], [0.0447, 1.2790, 1.3243], [0.3777, 0.3207, 0.5125], [1.8312, -0.1887, 0.5013], [1.6435, -1.1060, -0.4347], [0.2295, -1.4606, -0.5861], [-0.4712, -0.3519, -0.2318], [-1.6854, 1.8638, 0.3173], [-1.4247, 2.5110, 1.9774], [-1.9289, 0.8022, 1.7258], [0.3582, -1.5741, -3.1521], [2.3602, -1.7787, -0.6781], [0.0136, -1.9556, -2.6061]], "multiplicity": 1, "total_charge": 0, "homo_energy_ev": [-8.9, -8.9], "e_lumo_ha": [-0.05005, -0.05005], "max_force_ev_per_a": 0.54}



(11)
{"formula": "C4H6N2O", "method": "ωB97M-V/def2-TZVPD", "elements": ["C", "C", "N", "C", "N", "C", "H", "H", "H", "H", "O", "H", "H"], "positions_angstrom": [[0.7974, 1.1807, -0.7943], [0.6054, 0.3512, -1.9361], [-0.2056, -0.7048, -1.8980], [-0.8218, -0.9067, -0.7279], [-0.6681, -0.2488, 0.4339], [0.0828, 0.8834, 0.3742], [1.4196, 2.0779, -0.9108], [1.0641, 0.5516, -2.9133], [-1.5371, -1.7382, -0.6780], [0.1660, 1.5224, 1.2632], [-0.2498, -1.3163, 2.3686], [-0.7407, -0.4949, 2.1392], [0.0879, -1.1574, 3.2791]], "multiplicity": 1, "total_charge": 0, "homo_energy_ev": -9.9, "smiles": "c1cncnc1.O", "e_lumo_ha": 0.01963, "max_force_ev_per_a": 3.81}



(12)
{"formula": "C4H6N2O", "method": "ωB97M-V/def2-TZVPD", "elements": ["C", "C", "C", "C", "O", "N", "N", "H", "H", "H", "H", "H", "H"], "positions_angstrom": [[-1.7506, -0.2740, -0.1720], [-0.6315, 0.7580, 0.1027], [0.2876, 0.4660, -0.8773], [1.4145, 0.0235, -0.1937], [2.3893, -0.7169, -0.7544], [1.3469, 0.2775, 1.1051], [0.0819, 0.7124, 1.2862], [-2.2638, -0.4906, 0.7525], [-1.2802, -1.2265, -0.4983], [-2.4211, 0.0247, -0.9765], [-0.0005, 0.3229, -1.9059], [2.9529, -1.0352, -0.0393], [-0.1255, 1.1582, 2.1711]], "multiplicity": 1, "total_charge": 0, "homo_energy_ev": -8.6, "smiles": "Cc1cc(O)n[nH]1", "e_lumo_ha": 0.02444, "max_force_ev_per_a": 1.19}



(13)
{"formula": "C4H6N2O", "method": "ωB97M-V/def2-TZVPD", "elements": ["C", "C", "C", "C", "N", "N", "O", "H", "H", "H", "H", "H", "H"], "positions_angstrom": [[-2.3565, -0.0759, 0.0111], [-0.8752, 0.0064, -0.2121], [0.1133, 0.2675, 0.6228], [1.4220, 0.5160, 0.5342], [2.4663, -0.3193, 0.8463], [-0.5159, -0.1958, -1.6314], [0.6545, -0.1007, -1.8982], [-2.8175, -0.6768, -0.7794], [-2.5926, -0.5176, 0.9819], [-2.8135, 0.9201, -0.0263], [1.7113, 1.5455, 0.3219], [3.3483, -0.0646, 0.4271], [2.2703, -1.3088, 0.7795]], "multiplicity": 1, "total_charge": 0, "homo_energy_ev": -8.5, "smiles": "CC(=C=CN)N=O", "e_lumo_ha": -0.01073, "max_force_ev_per_a": 0.59}



(14)
{"formula": "C4H6N2O", "method": "ωB97M-V/def2-TZVPD", "elements": ["N", "C", "C", "C", "C", "O", "N", "H", "H", "H", "H", "H", "H"], "positions_angstrom": [[0.7708, -1.4774, 1.6070], [0.1650, -0.6529, 0.6341], [-1.0711, -0.6259, 0.0536], [-1.1081, 0.4987, -0.8440], [0.1211, 1.0895, -0.7697], [0.6886, 2.1615, -1.3835], [0.8992, 0.3979, 0.1169], [1.4472, -2.1094, 1.1876], [0.0707, -2.0419, 2.0732], [-1.8693, -1.3362, 0.2277], [-1.9326, 0.8022, -1.4761], [0.0256, 2.5573, -1.9609], [1.7421, 0.7593, 0.5328]], "multiplicity": 1, "total_charge": 0, "homo_energy_ev": -7.3, "smiles": "Nc1ccc(O)[nH]1", "e_lumo_ha": 0.03252, "max_force_ev_per_a": 0.28}



(15)
{"formula": "C4H6N2O", "method": "ωB97M-V/def2-TZVPD", "elements": ["C", "C", "C", "C", "O", "N", "N", "H", "H", "H", "H", "H", "H"], "positions_angstrom": [[0.7805, -1.8479, -0.4048], [0.1417, -0.5004, -0.2062], [0.6684, 0.7140, 0.1994], [-0.4665, 1.4949, 0.4906], [-0.4554, 2.7569, 0.9565], [-1.6137, 0.8660, 0.2356], [-1.3162, -0.3986, -0.1019], [0.0811, -2.5568, -0.8646], [1.0784, -2.2500, 0.5705], [1.6748, -1.7774, -1.0328], [1.7111, 0.9934, 0.2896], [-1.3891, 3.0185, 1.0477], [-0.8952, -0.5127, -1.1796]], "multiplicity": 1, "total_charge": 0, "homo_energy_ev": -9.6, "e_lumo_ha": 0.03046, "max_force_ev_per_a": 3.01}



(16)
{"formula": "C4H6N2O", "method": "ωB97M-V/def2-TZVPD", "elements": ["N", "C", "O", "C", "C", "C", "N", "H", "H", "H", "H", "H", "H"], "positions_angstrom": [[1.6682, -1.0019, -1.4625], [1.1358, -0.1948, -0.6594], [1.6789, 0.7576, 0.1893], [0.3619, 1.2216, 0.6076], [-0.2624, 0.0910, -0.1787], [-1.6505, -0.2601, -0.5365], [-1.0247, -0.8185, 0.6581], [2.6903, -0.9689, -1.4211], [0.1847, 1.0660, 1.6564], [0.2221, 2.2856, 0.3654], [-1.9076, -0.9210, -1.3628], [-2.4087, 0.4923, -0.3289], [-0.7148, -1.7774, 0.5283]], "multiplicity": 1, "total_charge": 0, "homo_energy_ev": -10.0, "e_lumo_ha": 0.03838, "max_force_ev_per_a": 0.77}



(17)
{"formula": "C4H6N2O", "method": "ωB97M-V/def2-TZVPD", "elements": ["H", "N", "C", "C", "N", "O", "C", "C", "H", "H", "H", "H", "H"], "positions_angstrom": [[2.8298, -1.3694, -0.1589], [1.8373, -1.2240, -0.3317], [1.4872, -0.0319, -0.1000], [2.3464, 1.0320, 0.4219], [2.9866, 1.8518, 0.9262], [0.2456, 0.4407, -0.2268], [-0.8407, -0.4811, -0.0323], [-2.1066, 0.3393, -0.1572], [-0.7863, -1.2979, -0.7565], [-0.7284, -0.9052, 0.9718], [-2.2680, 0.6550, -1.1907], [-2.9725, -0.2433, 0.1673], [-2.0303, 1.2342, 0.4668]], "multiplicity": 1, "total_charge": 0, "homo_energy_ev": -11.0, "smiles": "[H]/N=C(\\C#N)OCC", "e_lumo_ha": 0.01815, "max_force_ev_per_a": 1.11}



(18)
{"formula": "C4H6N2O", "method": "ωB97M-V/def2-TZVPD", "elements": ["C", "C", "O", "C", "N", "C", "N", "H", "H", "H", "H", "H", "H"], "positions_angstrom": [[-2.1774, 0.0300, -0.2772], [-0.7582, -0.4186, 0.0128], [-0.1342, 0.7370, 0.6461], [1.1320, 0.9503, 0.8774], [1.9673, -0.1277, 0.5272], [3.0510, 0.3699, -0.1093], [3.8109, 0.9942, -0.7192], [-2.1815, 0.8102, -1.0451], [-2.8110, -0.7986, -0.6102], [-2.5968, 0.4563, 0.6373], [-0.2341, -0.7196, -0.9076], [-0.7193, -1.2355, 0.7391], [1.6512, -1.0480, 0.2285]], "multiplicity": 1, "total_charge": 0, "homo_energy_ev": -9.5, "e_lumo_ha": 0.01566, "max_force_ev_per_a": 1.12}



(19)
{"formula": "C4H6N2O", "method": "ωB97M-V/def2-TZVPD", "elements": ["H", "N", "C", "N", "C", "C", "C", "O", "H", "H", "H", "H", "H"], "positions_angstrom": [[-0.5180, -1.8771, 2.8251], [-0.1236, -2.1060, 1.9174], [-0.4508, -1.1956, 1.1178], [-1.1684, 0.0196, 1.4055], [-0.7137, 0.8454, 0.5503], [0.3440, 0.2136, -0.3270], [0.5253, 0.6595, -1.7541], [0.0260, -1.1628, -0.1606], [-1.0037, 1.8924, 0.5263], [1.2896, 0.3558, 0.2165], [-0.3998, 0.6417, -2.3333], [0.9182, 1.6809, -1.7408], [1.2749, 0.0323, -2.2430]], "multiplicity": 1, "total_charge": 0, "homo_energy_ev": -10.2, "smiles": "[H]/N=C1\\N=C[C@H](C)O1", "e_lumo_ha": 0.01806, "max_force_ev_per_a": 0.50}



(20)
{"formula": "C4H6N2O", "method": "ωB97M-V/def2-TZVPD", "elements": ["C", "N", "C", "N", "C", "C", "O", "H", "H", "H", "H", "H", "H"], "positions_angstrom": [[-1.0128, 1.0365, -0.6321], [0.8144, -0.3166, 1.0674], [0.4675, 1.0261, -0.5657], [-0.3204, -0.7800, 1.8057], [0.9779, -0.8914, -0.0815], [0.9577, -1.0844, -1.3171], [1.3550, 1.7625, -0.7071], [-0.4358, -1.7870, 1.7113], [-0.1398, -0.5640, 2.7784], [-1.3230, 1.0163, -1.6750], [-1.4458, 0.2036, -0.0858], [-1.3292, 1.9758, -0.1721], [1.4342, -1.5973, -2.1264]], "multiplicity": 1, "total_charge": 0, "homo_energy_ev": -7.7, "e_lumo_ha": 0.02536, "max_force_ev_per_a": 0.76}